Here is a structure of composition C13H24N6O7PRb from the Open Molecules 2025 dataset. Energies are from the ωB97M-V functional and the def2-TZVPD basis.

```
52
Properties=species:S:1:pos:R:3:forces:R:3:mulliken_charge:R:1
Rb -0.754 -0.014 0.223 0.0 -0.3 0.3 0.924
N -2.166 2.172 1.823 0.0 0.1 0.1 -0.481
C -1.577 2.265 3.168 0.0 -0.1 -0.1 -0.524
C -1.988 1.064 4.006 0.0 0.0 0.0 -0.768
N -1.629 -0.160 3.306 -0.1 0.0 0.0 0.003
C -1.959 -1.401 3.988 0.0 0.0 0.0 -0.785
C -1.475 -2.580 3.157 0.0 0.1 0.0 -0.337
N -1.990 -2.480 1.782 0.0 0.0 0.0 -0.467
H -1.800 2.904 1.224 0.0 0.0 0.0 0.237
H -3.169 2.315 1.865 0.0 0.0 0.0 0.175
H -1.845 3.185 3.695 0.0 0.0 0.0 0.395
H -0.491 2.247 3.055 0.0 0.0 0.0 0.246
H -3.066 1.119 4.230 0.0 0.0 0.0 0.334
H -1.461 1.101 4.962 0.0 0.0 0.0 0.364
H -2.146 -0.159 2.438 0.0 0.0 0.0 0.116
H -3.039 -1.499 4.180 0.0 0.0 0.0 0.334
H -1.460 -1.424 4.959 0.0 0.0 0.0 0.369
H -1.755 -3.513 3.655 0.0 0.0 0.0 0.378
H -0.385 -2.538 3.105 0.0 0.0 0.0 0.086
H -2.999 -2.589 1.774 0.0 0.0 0.0 0.185
H -1.623 -3.236 1.216 0.0 0.0 0.0 0.241
O 2.201 1.404 -6.917 0.0 0.0 0.0 -0.642
N 1.118 0.850 -6.995 0.0 0.0 -0.1 1.037
O 0.626 0.447 -8.034 0.0 0.0 0.0 -0.637
C 0.360 0.662 -5.774 -0.1 -0.1 0.0 -0.469
C 0.872 1.110 -4.576 0.1 0.0 0.1 -0.383
C 0.147 0.943 -3.416 -0.1 0.0 -0.1 0.028
C -1.125 0.244 -3.347 -0.1 0.0 0.0 0.638
O -1.701 -0.098 -2.301 0.2 0.2 0.0 -0.691
C -1.597 -0.125 -4.669 0.0 0.0 0.1 -0.060
C -0.884 0.035 -5.817 0.0 0.0 -0.2 -0.516
N -2.907 -0.768 -4.785 0.0 -0.1 0.0 0.925
O -3.813 -0.334 -4.106 0.0 0.0 0.0 -0.542
O -3.012 -1.690 -5.577 0.0 0.0 0.0 -0.592
N 0.748 1.494 -2.218 0.0 0.2 0.0 0.945
O 0.025 2.040 -1.385 0.1 -0.1 -0.3 -0.612
O 1.959 1.425 -2.091 0.0 0.0 0.0 -0.561
H 1.834 1.602 -4.551 0.0 0.0 0.0 0.581
H -1.283 -0.321 -6.756 0.0 0.0 0.0 0.543
C 3.756 -1.387 0.362 0.0 0.0 0.0 -1.221
P 2.645 -0.340 1.382 -0.1 0.0 -0.1 0.585
C 3.659 1.180 1.523 0.0 0.0 0.0 -1.164
C 2.894 -1.092 3.040 0.0 0.0 0.0 -1.270
H 4.765 -1.446 0.777 0.0 0.0 0.0 0.344
H 3.809 -0.970 -0.644 0.0 0.0 0.0 0.322
H 3.345 -2.394 0.288 0.0 0.0 0.0 0.344
H 4.681 0.969 1.845 0.0 0.0 0.0 0.348
H 3.196 1.867 2.232 0.0 0.0 0.0 0.333
H 3.681 1.671 0.549 0.0 0.0 0.0 0.312
H 3.948 -1.150 3.318 0.0 0.0 0.0 0.387
H 2.474 -2.099 3.041 0.0 0.0 0.0 0.326
H 2.358 -0.506 3.788 0.0 0.0 0.0 0.335
```
Forces are in eV/Å.

Results
largest force on an atom: 0.4 eV/A
E_HOMO: -8.23 eV
relative energy (zero: lowest compared OMol25 entry of this formula, charge and spin): 0.307 eV

---

Here is a cluster of 3 separate species, C15H33BFNO8 in total from the Open Molecules 2025 dataset. Energies are from the ωB97M-V functional and the def2-TZVPD basis.

```
59
Properties=species:S:1:pos:R:3:forces:R:3:mulliken_charge:R:1
C -0.828 1.354 -4.856 -1.0 -1.2 -1.6 -0.789
C 0.309 0.145 -4.904 5.4 2.1 1.3 0.703
O 1.585 0.471 -4.611 -8.1 -2.7 -1.9 -0.538
O -0.100 -1.220 -5.309 1.1 2.6 2.7 -0.374
C 0.168 -2.191 -4.210 0.0 -1.6 0.5 -0.501
C -1.183 -2.500 -3.287 0.0 0.0 0.9 -0.526
C -0.883 -2.240 -1.663 -0.3 -0.1 0.1 -0.323
C -1.797 -0.985 -1.108 1.1 1.1 -1.0 -0.231
C -1.164 -0.267 0.257 -2.5 -1.8 0.3 -0.448
O 0.303 -0.163 0.239 0.5 3.8 -1.9 -0.259
C 0.778 0.965 -0.577 -2.2 0.9 -5.8 0.274
O 0.399 1.258 -1.827 1.6 -2.4 8.1 -0.468
N 1.864 1.887 0.017 -0.2 -3.2 -1.1 0.285
F 1.707 3.065 -0.687 -0.2 0.8 -0.1 -0.219
C 3.160 1.308 -0.587 0.4 -1.2 -0.5 -0.450
B 4.487 1.883 0.207 1.5 0.7 0.9 0.546
O 5.550 2.696 -0.469 -3.8 -0.9 1.1 -0.535
O 4.604 1.541 1.657 0.6 -0.9 -3.5 -0.523
H -1.310 1.504 -3.795 1.5 -0.4 -2.0 0.145
H -1.716 0.984 -5.562 1.9 0.8 1.5 0.316
H -0.440 2.361 -5.342 -0.4 -2.3 1.4 0.317
H 1.099 -1.868 -3.559 -2.1 -0.3 -1.4 0.313
H 0.460 -3.225 -4.700 -0.6 2.3 0.6 0.256
H -2.118 -1.854 -3.622 2.1 -1.2 0.5 0.350
H -1.503 -3.625 -3.374 0.7 2.2 -0.2 0.336
H -1.149 -3.178 -1.003 0.5 1.8 -1.5 0.236
H 0.277 -2.067 -1.546 -2.4 0.0 -0.1 0.220
H -2.911 -1.320 -0.963 2.2 0.6 0.0 0.288
H -1.791 -0.160 -1.968 -0.1 -1.7 1.9 -0.004
H -1.429 -1.023 1.141 1.0 1.7 -1.8 0.195
H -1.722 0.738 0.536 1.5 -1.8 -0.9 0.308
H 3.218 1.491 -1.761 -0.6 -0.5 2.5 0.239
H 3.078 0.134 -0.386 0.3 2.4 -0.5 0.193
H 5.125 3.281 -1.168 0.8 -1.3 1.1 0.320
H 4.654 0.538 1.726 -0.4 1.9 0.1 0.295
C -4.782 -2.811 1.299 -0.1 0.2 -0.2 -1.127
C -3.937 -4.054 1.074 -0.2 0.1 0.6 0.502
C -4.433 -5.220 1.915 0.0 -0.4 -0.1 -1.403
O -2.582 -3.772 1.411 0.3 0.1 0.0 -0.528
H -4.737 -2.490 2.346 -0.1 -0.2 0.0 0.335
H -4.407 -1.976 0.697 -0.1 -0.1 0.0 0.184
H -5.829 -2.991 1.034 0.1 0.1 0.1 0.395
H -3.961 -4.329 0.014 0.2 0.1 0.1 0.267
H -4.375 -4.985 2.984 -0.1 0.1 -0.1 0.352
H -3.808 -6.105 1.753 -0.1 0.1 -0.1 0.343
H -5.469 -5.473 1.668 0.1 0.0 0.1 0.377
H -2.551 -3.527 2.351 -0.1 -0.1 -0.4 0.342
C 2.003 2.796 3.941 -0.1 -0.3 0.1 -0.751
C 2.635 4.015 4.593 0.1 -0.1 -0.7 0.310
C 2.351 5.279 3.796 -0.1 0.3 0.1 -1.161
O 4.044 3.823 4.689 0.2 0.0 0.1 -0.557
H 2.408 2.635 2.936 -0.1 0.1 0.1 -0.062
H 2.226 1.892 4.519 -0.1 0.2 0.0 0.299
H 0.917 2.905 3.867 0.1 0.0 0.0 0.374
H 2.249 4.129 5.612 0.3 0.0 -0.1 0.292
H 2.768 5.206 2.786 -0.1 -0.1 0.0 0.255
H 2.822 6.147 4.271 -0.1 -0.1 0.0 0.317
H 1.275 5.463 3.718 0.1 0.0 0.0 0.354
H 4.394 3.722 3.789 -0.2 0.0 0.3 0.342
```
Forces are in eV/Å.

Results
largest force on an atom: 8.7 eV/A
E_HOMO: -9.87 eV
relative energy (zero: lowest compared OMol25 entry of this formula, charge and spin): 7.447 eV

---

Here is the ion C5H15N2 with charge +2 from the Open Molecules 2025 dataset. Energies are from the ωB97M-V functional and the def2-TZVPD basis.

```
22
Properties=species:S:1:pos:R:3:forces:R:3:mulliken_spin:R:1
C -0.681 -1.756 -0.081 -0.6 0.8 0.0 0.000
C 0.698 -1.073 -0.163 -1.7 -0.5 0.4 0.004
C 0.581 0.363 -0.739 2.1 -0.9 -0.9 0.013
C -0.351 1.293 0.050 2.3 -0.6 -0.3 0.008
C 0.165 1.356 1.569 -0.9 0.2 -3.8 0.013
N 1.468 1.982 1.533 -2.3 1.0 1.6 0.858
N -1.276 -1.727 -1.523 -0.7 -0.4 0.9 0.000
H -0.570 -2.792 0.231 -0.2 -0.1 -0.3 0.000
H -1.435 -1.304 0.637 0.8 -0.3 -1.2 0.000
H 1.058 -1.089 0.882 0.2 0.1 -0.6 -0.003
H 1.278 -1.814 -0.731 0.5 0.8 0.0 0.000
H 0.455 0.384 -1.834 -1.0 -0.3 0.2 0.000
H 1.645 0.661 -0.859 -0.3 0.6 1.0 0.005
H -0.219 2.308 -0.344 -0.4 -0.1 0.0 -0.002
H -1.370 0.976 -0.165 -0.2 0.3 0.9 0.002
H 0.109 0.414 2.090 0.3 0.0 0.6 0.032
H -0.656 2.029 1.858 0.5 0.6 1.4 0.101
H 1.735 2.376 2.437 0.9 -0.5 0.2 -0.017
H 1.698 2.623 0.772 0.2 -0.4 -0.4 -0.015
H -0.687 -2.243 -2.180 0.1 0.0 0.0 0.000
H -2.195 -2.175 -1.530 0.0 -0.3 0.0 0.000
H -1.453 -0.794 -1.911 0.4 0.0 0.2 0.000
```
Forces are in eV/Å.

Results
multiplicity: 2
largest force on an atom: 3.9 eV/A
E_HOMO (alpha / beta): -19.65 / -19.62 eV
net charge: +2
relative energy (zero: lowest compared OMol25 entry of this formula, charge and spin): 1.277 eV

---

Here is the molecule C19H20N2O4 from the Open Molecules 2025 dataset. Energies are from the ωB97M-V functional and the def2-TZVPD basis.

```
45
Properties=species:S:1:pos:R:3:forces:R:3:mulliken_charge:R:1
C 2.096 4.957 -0.437 0.1 0.2 -0.1 -0.879
O 1.372 3.832 -0.004 -0.1 -0.3 0.1 -0.445
C 2.024 2.642 0.109 0.1 -0.1 0.0 0.959
C 3.367 2.437 -0.184 -0.2 0.4 -0.1 -0.395
C 3.921 1.175 -0.043 -0.1 -0.3 0.1 -0.980
C 3.165 0.105 0.403 0.2 0.0 -0.1 0.056
C 3.747 -1.281 0.524 0.1 0.0 0.2 -1.028
N 2.913 -2.235 -0.175 0.2 0.1 -0.4 -0.157
C 2.082 -3.071 0.465 -0.1 -0.1 -0.5 0.141
O 2.128 -3.328 1.651 -0.1 -0.1 0.3 -0.665
C 0.998 -3.691 -0.443 -0.1 0.1 0.5 0.355
C -0.372 -3.472 0.208 0.1 0.0 -0.3 -1.052
C -0.848 -2.299 -0.622 0.8 -0.7 0.0 0.533
C -1.995 -1.478 -0.307 -0.5 0.5 0.0 0.225
C -2.242 -0.313 -1.034 0.1 -0.3 0.2 -0.839
C -3.321 0.495 -0.742 -0.3 0.2 0.0 -0.467
C -4.188 0.152 0.294 0.1 -0.2 0.1 0.982
O -5.279 0.867 0.668 0.1 -0.3 0.1 -0.456
C -5.584 2.052 -0.029 0.0 0.2 -0.1 -0.825
C -3.945 -1.014 1.026 -0.2 0.3 0.0 -0.748
C -2.865 -1.814 0.734 0.2 0.1 -0.2 -0.405
N -0.116 -2.096 -1.649 -0.6 0.7 0.0 -0.474
O 0.929 -2.988 -1.692 0.3 -0.7 -0.1 -0.430
C 1.822 0.320 0.703 0.1 0.1 0.0 0.170
C 1.255 1.565 0.556 0.0 0.2 0.0 -0.812
H 2.493 4.815 -1.448 0.0 0.0 0.0 0.346
H 1.384 5.781 -0.444 0.1 0.0 0.0 0.238
H 2.917 5.195 0.246 0.0 0.0 0.0 0.351
H 3.992 3.246 -0.529 0.0 0.1 0.0 0.386
H 4.965 1.030 -0.282 0.1 0.0 0.0 0.315
H 3.775 -1.602 1.571 0.1 0.0 -0.2 0.344
H 4.761 -1.311 0.114 -0.1 0.0 0.1 0.364
H 2.711 -2.046 -1.148 -0.1 -0.1 0.2 0.326
H 1.238 -4.736 -0.651 0.0 0.1 0.1 0.417
H -0.269 -3.244 1.269 0.0 0.0 0.0 0.415
H -1.045 -4.324 0.089 0.0 0.0 0.0 0.489
H -1.565 -0.053 -1.832 0.1 0.1 -0.1 0.516
H -3.478 1.390 -1.322 0.0 0.1 0.0 0.385
H -6.486 2.444 0.438 0.1 0.0 -0.1 0.240
H -4.781 2.789 0.060 0.0 0.0 0.0 0.334
H -5.783 1.854 -1.088 0.0 0.0 0.0 0.335
H -4.625 -1.265 1.825 -0.1 0.0 0.1 0.427
H -2.699 -2.710 1.312 0.0 -0.1 0.1 0.428
H 1.216 -0.501 1.058 -0.1 -0.1 0.0 0.487
H 0.213 1.732 0.779 -0.1 0.0 0.0 0.490
```
Forces are in eV/Å.

Results
largest force on an atom: 1.1 eV/A
E_HOMO: -8.24 eV
relative energy (zero: lowest compared OMol25 entry of this formula, charge and spin): 3.791 eV

---

Here is a structure of composition C3H5NO2 from the Open Molecules 2025 dataset. Energies are from the ωB97M-V functional and the def2-TZVPD basis.

```
11
Properties=species:S:1:pos:R:3:forces:R:3:mulliken_charge:R:1
N 1.560 -0.490 0.291 0.2 0.0 0.0 -0.578
C 0.223 -0.198 -0.042 -0.4 -0.2 1.0 0.008
C -1.078 -0.810 0.392 -0.2 -0.6 0.6 -0.132
O -1.735 0.516 0.168 -0.2 -0.1 0.0 -0.366
C -0.514 0.925 -0.197 0.3 -0.8 0.0 0.312
O -0.198 1.951 -0.986 0.5 -0.9 -0.5 -0.530
H 1.928 0.149 0.986 0.0 -0.2 -0.1 0.235
H 2.217 -0.585 -0.471 -0.1 0.0 0.0 0.243
H 0.298 1.166 -1.421 0.3 2.8 -1.1 0.381
H -1.573 -1.514 -0.282 0.1 0.0 0.2 0.187
H -1.124 -1.107 1.433 -0.3 -0.1 0.2 0.239
```
Forces are in eV/Å.

Results
largest force on an atom: 3.0 eV/A
E_HOMO: -8.45 eV
relative energy (zero: lowest compared OMol25 entry of this formula, charge and spin): 4.085 eV

---

Question: largest force on an atom of number 1 (C13H24N6O7PRb)?
Answer: 0.4 eV/A